No. 1
One molecule with the formula C4H10N2O2 at a distorted geometry. Source: OMol25; level of theory: the ωB97M-V functional and the def2-TZVPD basis.

```
! RIJCOSX wB97M-V def2-TZVPD def2/J DEFGRID3
* xyz 0 1
C -0.873 -0.311 0.563
H 1.763 -0.269 -1.279
H -2.437 -0.584 -0.901
H 1.820 2.010 0.290
C 0.597 -0.941 0.428
N 2.087 1.031 0.286
C 1.277 0.134 -0.391
H 3.043 1.034 -0.057
H 1.491 -1.592 0.485
O -1.148 0.270 1.640
N -0.096 0.946 -0.975
H -2.745 -1.371 0.649
H -0.224 1.863 0.727
C -1.969 -1.138 -0.084
H -1.634 -2.094 -0.495
O -0.421 2.114 -0.214
H 0.289 -1.847 0.989
H -0.821 0.745 -1.660
*
```

E_HOMO (alpha / beta)   -0.2574 / -0.2575 Eh
SMILES   CC(=O)C[C@H](N)NO
E_tot   -418.04154 a.u.
HOMO-LUMO gap (alpha / beta)   6.90 / 6.91 eV
Relative energy (zero: lowest compared OMol25 entry of this formula, charge and spin)   263.19 kcal per mole

=====

No. 2
C45H27BF2N12STi as an isolated structure at a distorted geometry. Source: OMol25; level of theory: the ωB97M-V functional and the def2-TZVPD basis.

```
! RIJCOSX wB97M-V def2-TZVPD def2/J DEFGRID3
* xyz -1 2
H 4.289 1.803 5.433
C 3.488 -0.307 -1.872
C 3.896 -0.082 2.084
N -2.670 2.195 -1.787
C 0.883 2.044 1.519
N 1.225 -1.538 1.830
N 0.121 -3.297 2.796
C 1.840 -1.827 -1.420
H 5.892 -0.771 2.405
H 6.153 0.438 4.551
H 2.454 4.373 -2.892
H 4.919 1.253 -2.253
H 2.176 1.968 4.169
H 0.848 5.386 1.907
C 5.227 0.514 3.995
C -2.429 -6.331 0.184
H -5.989 -1.768 0.699
H 1.416 6.467 -3.777
C 4.756 0.188 -2.161
N 0.948 -0.254 1.376
H 4.090 -3.657 -1.828
C -1.437 4.764 -3.057
C -1.410 2.391 -1.981
C 0.795 5.651 -3.431
C -0.298 -5.648 -0.776
C -5.735 1.485 -1.484
S -1.161 -0.933 2.952
C 0.537 3.485 -2.501
C 1.380 4.496 -2.940
H -8.026 -0.656 -0.172
F -3.858 -1.042 2.879
H 0.673 -3.905 2.209
H -0.795 -3.636 3.052
C 2.997 1.381 3.777
N 1.271 -0.542 -1.350
C -1.913 -4.010 0.048
F -2.871 -3.152 2.830
N -0.848 -2.045 -0.330
C 0.822 2.158 -1.947
C -3.188 1.145 -1.122
N -0.337 1.543 -1.635
B -2.899 -1.858 2.317
C 0.168 -1.982 2.453
H 3.770 -0.622 1.153
C 2.851 0.700 2.573
N -2.478 0.211 -0.379
C -5.925 -0.873 0.093
H 6.786 -0.381 -2.529
N -2.947 -1.839 0.813
H -2.514 4.856 -3.098
C -1.206 2.881 0.958
H -3.748 -4.793 0.887
C -2.803 -5.033 0.418
C -4.670 -0.311 -0.208
C 5.782 -0.724 -2.314
C -0.671 -4.311 -0.549
H 6.362 -2.795 -2.325
C 3.241 -1.677 -1.752
C -0.814 4.167 1.292
C 5.538 -2.105 -2.197
H -5.660 2.383 -2.085
C -1.176 -6.635 -0.406
H -0.910 -7.674 -0.567
C -0.600 5.778 -3.490
H 2.389 3.443 2.131
C -1.956 -2.594 0.171
Ti -0.372 0.042 -0.182
C -6.947 0.929 -1.174
C -7.045 -0.252 -0.389
H -3.093 -7.143 0.456
C -4.570 0.860 -0.995
C 1.364 3.311 1.814
H -2.199 2.649 0.599
H -1.029 6.691 -3.885
C 4.184 1.283 4.489
N 1.239 -2.952 -1.209
C 5.082 -0.166 2.793
C 4.278 -2.596 -1.921
C -0.848 3.609 -2.554
C 1.603 0.776 1.787
H 0.659 -5.879 -1.226
H -7.857 1.396 -1.532
H -1.525 4.977 1.211
C -0.015 -3.070 -0.781
N -0.368 1.849 1.049
C 0.499 4.385 1.688
N 2.052 1.678 -1.851
C 2.212 0.361 -1.658
C -3.346 -0.678 0.129
*
```

E_HOMO (alpha / beta)   -0.1245 / -0.1241 Eh
E_tot   -3860.84252 a.u.
HOMO-LUMO gap (alpha / beta)   4.74 / 4.71 eV

=====

No. 3
One molecule with the formula C5H8NOP at a distorted geometry. Source: OMol25; level of theory: the ωB97M-V functional and the def2-TZVPD basis.

```
! RIJCOSX wB97M-V def2-TZVPD def2/J DEFGRID3
* xyz 0 1
C -0.105 1.502 0.528
N -1.958 0.138 -0.072
C -1.315 -0.676 -0.759
H 0.438 -0.993 1.765
H 1.359 -1.923 0.686
H -2.245 1.915 0.770
P 1.051 0.196 -0.165
H -0.167 0.525 -2.023
H -1.833 -1.721 -0.916
H 0.331 -1.178 -2.048
C 1.265 -0.993 1.218
C -0.054 -0.408 -1.514
H 0.267 2.379 1.197
C -1.446 1.345 0.342
O 2.318 0.637 -0.777
H 2.094 -0.747 1.767
*
```

E_HOMO   -0.3350 Eh
SMILES   C[P@]1(=O)C=CN=CC1
E_tot   -666.62841 a.u.
HOMO-LUMO gap   9.14 eV
Relative energy (zero: lowest compared OMol25 entry of this formula, charge and spin)   0.00 kcal per mole

=====

No. 4
C16H36GaN5O6P as an isolated structure at a distorted geometry. Source: OMol25; level of theory: the ωB97M-V functional and the def2-TZVPD basis.

```
! RIJCOSX wB97M-V def2-TZVPD def2/J DEFGRID3
* xyz -1 1
H -1.698 2.915 3.107
N -3.770 3.091 3.070
H -2.144 0.271 -0.652
P 1.821 -1.225 -2.665
O -5.816 2.777 4.068
C -0.994 -2.867 -1.046
H -1.772 -3.599 2.145
N 1.688 -0.182 -3.879
O 4.835 0.974 -3.489
H -1.547 0.635 -2.372
H 0.358 2.060 -0.167
H -3.373 -1.762 -2.875
H -2.387 -4.527 5.673
H 4.047 4.713 -3.005
C -3.064 -2.723 -2.302
H -4.041 -3.312 -2.049
N -1.484 -3.377 4.196
H 0.290 -1.017 1.623
H -2.556 1.413 2.688
H -0.819 -3.451 -0.048
H 3.173 3.169 -3.210
N 5.097 3.195 -4.005
O -2.401 -2.473 -1.043
H -3.065 4.990 2.525
H 6.088 1.638 -4.935
H -0.684 -3.586 -1.886
C -1.183 0.485 -1.280
C 1.907 -2.493 0.868
O 1.908 -2.873 -3.246
O -0.797 -1.336 3.403
C 4.144 3.626 -3.000
H -4.077 4.930 3.995
C -0.619 1.907 -0.753
C -2.548 2.497 2.562
H -4.539 1.262 3.637
H -3.105 -2.812 3.017
C -4.767 2.340 3.624
H -1.047 -5.319 4.796
C -0.766 -2.216 4.244
H 4.002 -1.558 -2.252
H 2.547 0.404 -3.822
H 6.309 4.876 -4.178
H -4.830 4.750 2.396
C -1.396 -4.380 5.236
H 4.484 3.291 -2.017
C -2.362 -3.613 3.066
H 4.990 4.753 -5.377
H -2.866 -4.576 3.165
H 2.766 -4.727 0.416
C 2.505 -3.676 0.826
O 3.350 -0.908 -1.888
Ga 0.120 -1.092 -1.045
H 2.817 -3.216 -3.024
N -1.315 3.031 -1.025
H 6.438 3.729 -5.534
C 5.750 4.193 -4.825
H 1.803 -0.176 0.844
H -2.149 2.709 -1.570
H -0.131 -2.135 5.141
C 5.350 1.859 -4.146
C 1.101 -1.083 0.813
H -2.485 -3.379 -3.045
H -0.701 -4.072 6.020
H -2.453 2.734 1.500
C -3.938 4.528 2.988
*
```

E_HOMO   -0.1595 Eh
E_tot   -3622.47764 a.u.
HOMO-LUMO gap   6.84 eV

=====

No. 5
One molecule with the formula C4H12N2O at a distorted geometry. Source: OMol25; level of theory: the ωB97M-V functional and the def2-TZVPD basis.

```
! RIJCOSX wB97M-V def2-TZVPD def2/J DEFGRID3
* xyz 0 1
H -0.239 2.387 -0.289
H -0.331 -0.836 3.204
C 0.074 0.694 -2.333
H 1.036 0.119 1.546
H -1.655 -0.934 1.961
H -0.462 -0.180 -2.716
H 1.527 2.450 -0.391
H -1.302 -2.886 1.729
C -0.123 -0.402 -0.126
N 0.747 1.876 -0.201
H -1.069 0.247 0.096
O -0.440 -2.645 2.229
C -0.585 -1.130 2.163
N 0.359 -0.612 1.227
H 1.787 -0.012 -1.027
H 0.837 0.960 -3.103
H -0.312 -1.233 -0.741
C 0.761 0.551 -0.938
H -0.608 1.587 -2.290
*
```

E_HOMO   -0.3173 Eh
SMILES   C[C@@H](N)CNCO
E_tot   -344.28997 a.u.
HOMO-LUMO gap   9.67 eV
Relative energy (zero: lowest compared OMol25 entry of this formula, charge and spin)   59.64 kcal per mole

=====

No. 6
One molecule with the formula C2H3ClO at a distorted geometry. Source: OMol25; level of theory: the ωB97M-V functional and the def2-TZVPD basis.

```
! RIJCOSX wB97M-V def2-TZVPD def2/J DEFGRID3
* xyz 0 1
O 0.380 -1.374 0.054
C 0.961 -0.273 -0.491
C -0.151 -0.156 0.467
H 0.772 -0.214 -1.475
Cl 2.627 0.136 0.090
H 0.308 0.128 1.430
H -1.109 -0.020 -0.042
*
```

E_HOMO   -0.3935 Eh
SMILES   Cl[C@@H]1CO1
E_tot   -613.36898 a.u.
HOMO-LUMO gap   11.74 eV
Relative energy (zero: lowest compared OMol25 entry of this formula, charge and spin)   42.88 kcal per mole